1.
{"formula": "C5H6O2", "method": "ωB97M-V/def2-TZVPD", "smiles": "O=CC=C=CCO", "de_lowest_kcal_mol": 49.73, "total_charge": 0, "e_tot_ha": -344.5227, "lumo_energy_ev": 0.3, "homo_ev": -9.81, "mol_weight_g_mol": 98.1, "species": ["O", "C", "C", "C", "C", "C", "O", "H", "H", "H", "H", "H", "H"], "positions_angstrom": [[-3.6493, 0.3874, -0.7430], [-2.5230, -0.0229, -0.5807], [-1.6426, 0.4233, 0.5230], [-0.4361, -0.0802, 0.6536], [0.7206, -0.6633, 0.8002], [2.0390, -0.2225, 0.2051], [1.9423, 0.8108, -0.7387], [-2.0717, -0.7760, -1.2587], [-2.0460, 1.1520, 1.2231], [0.7437, -1.5586, 1.4219], [2.7257, 0.0335, 1.0289], [2.4856, -1.0749, -0.3178], [1.6246, 1.6050, -0.2915]], "forces_ev_per_angstrom": [[0.450, -0.168, 0.061], [-0.274, 0.108, -0.048], [0.150, -0.031, 0.026], [0.046, -0.104, 0.053], [-0.208, 0.069, -0.030], [0.064, -0.269, 0.138], [-0.102, 0.243, 0.106], [-0.074, 0.085, 0.055], [0.091, -0.042, -0.127], [0.037, 0.086, -0.046], [-0.119, -0.011, -0.137], [-0.078, 0.097, 0.062], [0.017, -0.063, -0.113]]}

=====

2.
{"formula": "C3H14F9O16S3", "method": "ωB97M-V/def2-TZVPD", "total_charge": -3, "e_tot_ha": -3420.0365, "lumo_energy_ev": 5.5, "homo_ev": -3.02, "mol_weight_g_mol": 573.3, "species": ["C", "F", "F", "F", "S", "O", "O", "O", "C", "F", "F", "F", "S", "O", "O", "O", "C", "F", "F", "F", "S", "O", "O", "O", "O", "H", "H", "O", "H", "H", "O", "H", "H", "O", "H", "H", "O", "H", "H", "O", "H", "H", "O", "H", "H"], "positions_angstrom": [[-3.8629, -2.5519, -6.5069], [-2.8879, -1.8034, -5.9320], [-5.0501, -2.4122, -5.9127], [-4.1089, -2.1008, -7.7423], [-3.5648, -4.4706, -6.5626], [-4.5933, -4.9725, -7.4902], [-2.1825, -4.7783, -7.0886], [-3.7161, -4.8686, -5.2063], [0.0724, 4.1619, 7.5121], [-1.1035, 3.9869, 6.9400], [1.1219, 4.3244, 6.6270], [-0.0416, 5.2796, 8.2783], [0.4178, 2.6761, 8.6669], [-0.8501, 2.3325, 9.2346], [0.9456, 1.5149, 7.7864], [1.3671, 3.1331, 9.7290], [-0.2092, -0.0234, 1.5471], [-0.0651, -1.2520, 2.1135], [-1.5437, 0.2118, 1.2199], [0.2895, 0.8759, 2.3734], [0.8775, 0.1659, -0.0701], [2.1735, -0.2955, 0.4063], [0.3516, -0.6851, -1.1343], [0.8156, 1.6084, -0.3390], [5.3851, -3.1938, -1.7494], [4.9082, -3.3524, -2.5641], [4.8938, -2.4961, -1.3157], [4.9503, 3.3756, -0.8189], [4.0681, 3.0059, -0.7814], [5.5149, 2.6848, -0.4722], [0.0626, 6.0493, -2.2375], [0.0043, 6.5927, -1.4517], [0.0317, 5.1503, -1.9105], [-0.9906, -5.0998, -1.5192], [-0.5712, -4.2501, -1.6549], [-1.4471, -5.2762, -2.3418], [4.6005, -0.0963, 4.6772], [3.8217, -0.1218, 5.2331], [4.2714, 0.1557, 3.8144], [-4.1452, -3.5465, 0.6567], [-3.9958, -2.6988, 1.0754], [-3.3020, -3.7718, 0.2635], [-0.6814, 2.5931, -5.1731], [-0.9858, 1.9678, -5.8308], [-1.0466, 2.2713, -4.3489]], "forces_ev_per_angstrom": [[-0.098, -1.720, -0.691], [-1.112, -0.562, -0.337], [0.180, 0.529, 1.209], [0.891, 0.468, -0.555], [2.613, -1.806, -3.168], [0.433, 1.237, 0.892], [-2.395, 1.632, 0.839], [-0.520, 0.155, 1.739], [1.456, -0.748, 1.492], [0.284, 0.149, -0.988], [-1.905, 0.147, 0.777], [0.365, -0.216, -0.696], [3.551, -3.910, 0.125], [-1.589, 0.535, -0.026], [-1.114, 4.001, 1.827], [-1.032, 0.066, -2.383], [0.717, -0.481, -2.736], [-0.727, 1.024, -0.378], [1.609, -0.341, 1.242], [-0.903, 0.138, 0.615], [0.367, -0.014, -0.465], [-0.130, 0.189, 0.352], [-0.468, 0.471, 0.899], [-0.316, -0.935, 0.372], [0.376, -0.171, -0.024], [-0.180, -0.023, -0.149], [-0.251, 0.220, 0.207], [0.278, 0.317, -0.125], [-0.406, -0.173, 0.040], [0.044, -0.189, 0.103], [-0.038, 0.275, -0.246], [0.010, 0.072, 0.199], [0.047, -0.386, 0.062], [-0.013, -0.238, 0.308], [0.144, 0.342, -0.004], [-0.205, -0.008, -0.304], [0.390, -0.095, 0.075], [-0.264, 0.066, 0.184], [-0.165, 0.043, -0.268], [-0.342, -0.146, 0.123], [0.094, 0.232, 0.068], [0.304, -0.107, -0.218], [0.066, 0.324, -0.190], [-0.051, -0.216, -0.115], [0.005, -0.147, 0.318]]}

=====

3.
{"formula": "C45H51BrN4O3PbSi2", "method": "ωB97M-V/def2-TZVPD", "de_lowest_kcal_mol": 10.99, "total_charge": 0, "e_tot_ha": -5535.8740, "lumo_energy_ev": -1.1, "homo_ev": -5.74, "mol_weight_g_mol": 1039.2, "species": ["Pb", "C", "Si", "C", "C", "N", "C", "C", "C", "C", "C", "C", "O", "C", "C", "C", "C", "C", "C", "H", "H", "H", "H", "H", "H", "H", "H", "H", "H", "H", "H", "H", "H", "H", "H", "H", "H", "C", "Si", "C", "C", "N", "C", "C", "C", "C", "C", "C", "O", "C", "C", "C", "C", "C", "C", "H", "H", "H", "H", "H", "H", "H", "H", "H", "H", "H", "H", "H", "H", "H", "H", "H", "H", "Br", "C", "C", "C", "C", "C", "C", "N", "C", "C", "C", "C", "C", "C", "N", "H", "H", "H", "H", "H", "H", "H", "H", "H", "C", "O", "C", "C", "H", "H", "H", "H", "H", "H"], "positions_angstrom": [[10.5191, 12.4898, 13.5564], [9.7140, 14.3306, 16.3429], [10.2820, 12.7091, 17.0330], [11.8823, 13.2088, 17.8280], [8.9338, 12.1209, 18.1652], [10.4734, 11.5442, 15.7544], [10.9519, 10.3027, 16.0634], [11.3986, 9.9430, 17.3823], [11.5940, 8.6292, 17.7786], [11.4419, 7.6036, 16.8295], [11.2157, 7.8812, 15.4844], [10.9810, 9.2054, 15.1133], [10.7053, 9.5922, 13.8199], [10.5885, 8.6511, 12.7619], [11.3385, 8.8407, 11.6291], [11.2239, 7.9964, 10.5190], [10.2288, 7.0201, 10.4900], [9.4461, 6.8720, 11.5888], [9.6412, 7.6352, 12.7380], [9.6226, 15.0480, 17.2163], [8.7235, 14.2855, 15.8228], [10.5046, 14.7747, 15.7044], [11.7146, 14.0313, 18.5719], [12.6036, 13.5673, 17.0818], [12.3728, 12.3916, 18.3675], [8.5874, 12.9456, 18.8402], [9.1692, 11.2624, 18.7979], [8.0556, 11.8285, 17.5392], [11.4082, 10.7083, 18.1527], [11.8640, 8.3302, 18.8102], [11.4823, 6.5408, 17.1352], [11.1104, 7.0726, 14.7628], [12.0252, 9.6834, 11.5769], [11.9713, 8.0967, 9.7570], [10.0196, 6.4606, 9.5678], [8.6171, 6.1854, 11.5602], [9.0499, 7.4364, 13.6163], [15.7892, 11.7736, 11.9694], [14.6585, 11.5271, 13.4845], [15.5472, 11.4196, 15.1417], [14.1108, 9.7541, 13.2462], [13.4140, 12.7659, 13.4479], [13.8716, 14.0213, 13.5581], [15.2680, 14.3645, 13.7165], [15.7429, 15.6445, 13.8277], [14.8232, 16.6963, 13.8972], [13.4640, 16.4705, 13.7830], [12.9848, 15.1894, 13.5273], [11.6951, 15.0176, 13.1857], [11.0346, 16.1346, 12.5890], [10.0777, 16.8538, 13.2917], [9.3252, 17.7934, 12.6003], [9.5201, 17.9986, 11.2394], [10.5345, 17.3342, 10.5707], [11.3081, 16.4051, 11.2583], [16.5377, 10.9711, 11.8589], [16.2786, 12.7484, 11.8835], [15.1036, 11.7082, 11.0868], [16.5955, 11.1220, 15.0454], [15.0246, 10.5949, 15.7346], [15.4247, 12.3634, 15.7242], [13.8281, 9.4908, 12.1926], [13.1834, 9.6338, 13.8297], [14.8575, 9.0337, 13.6308], [15.9996, 13.5719, 13.7727], [16.8229, 15.8440, 13.8743], [15.1916, 17.7100, 13.9654], [12.7600, 17.2771, 13.8384], [9.8711, 16.6869, 14.3488], [8.5225, 18.3360, 13.0939], [8.9107, 18.7392, 10.7318], [10.7046, 17.4941, 9.4990], [12.0742, 15.8449, 10.7480], [14.0687, 14.4811, 6.7797], [12.8182, 13.6699, 7.8175], [13.1305, 13.4371, 9.1701], [12.1810, 12.8940, 10.0323], [10.8980, 12.5050, 9.5679], [10.6185, 12.6662, 8.1744], [11.5412, 13.2904, 7.3363], [10.0233, 11.9795, 10.4977], [8.7741, 11.6977, 10.2960], [7.9975, 10.8784, 11.2455], [6.9554, 10.1120, 10.6641], [6.1438, 9.3233, 11.4542], [6.3834, 9.3798, 12.8299], [7.4281, 10.1646, 13.3532], [8.1565, 10.9871, 12.5929], [14.0743, 13.7816, 9.5891], [12.4625, 12.6569, 11.0411], [9.6459, 12.3434, 7.8137], [11.2808, 13.5044, 6.2956], [8.2091, 11.9411, 9.3754], [6.8693, 10.0750, 9.5887], [5.4082, 8.6676, 11.0003], [5.7443, 8.8523, 13.5279], [7.6932, 10.1353, 14.4326], [6.0194, 13.9566, 14.1374], [7.4510, 13.6431, 14.0480], [8.2639, 13.8213, 13.0339], [7.7176, 14.4862, 11.7609], [5.4381, 13.4174, 13.3714], [5.8586, 15.0375, 14.0206], [5.7056, 13.6083, 15.1190], [7.4093, 15.5145, 11.9557], [6.9065, 13.9230, 11.2745], [8.5380, 14.5867, 11.0499]], "forces_ev_per_angstrom": [[1.388, -0.884, 0.182], [-0.697, 1.181, 0.014], [0.190, -0.344, -0.545], [0.432, 0.336, 1.115], [-1.106, 0.336, 0.668], [0.008, 0.851, -0.414], [0.463, -1.806, 0.392], [-0.765, 0.090, -0.424], [0.054, -1.083, -0.535], [0.318, -0.704, 0.626], [-0.495, 0.839, 0.241], [0.030, 0.401, 1.140], [-0.277, -0.524, -1.727], [-0.568, 0.347, 0.724], [0.759, 0.456, -0.849], [-0.179, 0.108, 0.924], [0.818, 0.448, -1.539], [-0.827, 0.060, 1.114], [-0.095, 0.027, 0.355], [-0.007, -0.766, -0.875], [0.945, 0.201, 0.361], [-0.461, -0.161, 0.018], [0.131, -0.563, -0.595], [-0.220, -0.016, 0.019], [0.023, 0.244, -0.053], [0.256, -0.588, -0.454], [0.066, 0.056, -0.094], [0.584, 0.209, 0.353], [0.155, -0.171, -0.231], [-0.288, 0.534, -0.682], [0.215, 0.776, -0.130], [0.197, 0.256, 0.160], [-0.125, -0.282, 0.119], [-0.083, 0.143, -0.585], [0.303, 0.079, 0.545], [-0.084, -0.290, 0.150], [-0.216, 0.061, 0.127], [-0.272, -0.027, -0.547], [0.048, 0.248, -0.505], [-0.923, -0.311, 1.059], [-1.092, -0.316, -0.568], [-0.374, -1.411, -0.079], [0.092, 1.834, 0.149], [-0.716, -0.453, 0.097], [-0.435, 0.887, 0.144], [0.925, 0.428, -0.031], [0.213, -1.052, -0.259], [3.328, -0.127, 0.383], [-2.887, 0.452, -0.484], [0.454, -1.074, 0.441], [-0.201, -0.180, 0.197], [-0.300, -0.026, -0.296], [-0.053, 0.530, 0.144], [0.162, -0.237, -0.276], [-0.318, -0.047, -0.196], [-0.206, 0.257, 0.059], [0.038, -0.241, 0.061], [0.430, -0.095, 0.506], [-0.026, 0.213, 0.096], [0.622, 1.007, -0.653], [0.371, -0.683, -0.356], [0.630, 0.183, 0.919], [0.321, -0.249, 0.000], [-0.296, 0.414, -0.241], [-0.107, -0.025, -0.086], [-0.556, -0.124, 0.052], [-0.052, 0.113, 0.178], [-0.110, 0.403, -0.074], [0.254, -0.185, -0.247], [0.233, -0.046, 0.093], [0.033, -0.138, -0.059], [-0.034, 0.002, 0.505], [0.166, -0.117, 0.004], [0.930, 0.689, -1.139], [-1.854, -1.094, 1.910], [-0.535, 0.401, -0.213], [-0.668, -0.642, -0.970], [1.187, 1.056, -1.664], [0.301, 0.392, 1.214], [0.410, 0.010, -0.025], [-2.185, -1.218, 0.630], [1.954, 0.370, -0.172], [-1.663, 0.387, 0.679], [1.062, 0.042, 0.242], [0.568, 0.346, 0.733], [0.059, 0.019, 0.283], [-0.378, 0.094, -0.026], [0.543, -0.945, -1.264], [-0.051, -0.269, -0.204], [0.046, 0.238, 0.599], [0.217, 0.120, -0.234], [0.136, -0.220, 0.345], [0.464, -0.062, 0.171], [-0.015, 0.106, -0.125], [-0.097, 0.179, 0.246], [0.177, -0.222, -0.061], [-0.379, 0.197, -0.790], [-0.057, 0.134, -0.735], [0.114, 0.125, -0.849], [-1.406, 0.676, 0.297], [0.426, -0.475, 0.520], [0.432, 0.149, 0.166], [0.136, -0.345, 0.106], [0.167, 0.142, -0.039], [-0.313, 0.018, 0.272], [0.017, 0.131, 0.311], [0.051, -0.191, 0.038]]}

=====

4.
{"formula": "C24H27N5O5S", "method": "ωB97M-V/def2-TZVPD", "smiles": "CCc1ccc(N(C(=O)c2snc(C(N)=O)c2N)[C@@H](C(=O)NC[C@H]2CCCO2)c2ccco2)cc1", "de_lowest_kcal_mol": 0.00, "total_charge": 0, "e_tot_ha": -1978.9945, "lumo_energy_ev": 0.2, "homo_ev": -7.94, "mol_weight_g_mol": 497.6, "species": ["C", "C", "C", "C", "C", "C", "N", "C", "O", "C", "S", "N", "C", "C", "N", "O", "C", "N", "C", "C", "O", "N", "C", "C", "C", "C", "C", "O", "C", "C", "C", "C", "O", "C", "C", "H", "H", "H", "H", "H", "H", "H", "H", "H", "H", "H", "H", "H", "H", "H", "H", "H", "H", "H", "H", "H", "H", "H", "H", "H", "H", "H"], "positions_angstrom": [[-3.7883, -4.8321, 0.9123], [-2.2591, -4.8481, 0.8567], [-1.7466, -3.4997, 0.4422], [-1.5657, -3.1951, -0.9010], [-1.1541, -1.9355, -1.2928], [-0.9222, -0.9587, -0.3335], [-0.4813, 0.3285, -0.7332], [-1.2401, 1.4564, -0.6780], [-0.7194, 2.5587, -0.8558], [-2.6693, 1.3337, -0.4762], [-3.6174, -0.1093, -0.2988], [-5.0249, 0.6780, -0.1717], [-4.8759, 1.9846, -0.2437], [-6.0288, 2.8992, -0.1432], [-7.2101, 2.2730, 0.0269], [-5.9144, 4.1131, -0.2092], [-3.5300, 2.4367, -0.4262], [-3.1763, 3.7181, -0.5369], [0.9497, 0.5631, -0.9063], [1.4688, 1.3639, 0.3098], [1.1125, 1.1040, 1.4399], [2.3614, 2.3125, -0.0014], [3.0626, 3.0893, 0.9897], [4.5424, 2.6801, 1.0461], [4.7408, 1.1874, 1.3812], [5.2199, 0.5822, 0.0610], [5.9014, 1.7826, -0.5925], [5.1150, 2.9005, -0.2393], [1.7248, -0.7044, -0.9985], [2.0982, -1.6074, -0.0458], [2.8344, -2.6092, -0.7222], [2.8569, -2.2392, -2.0302], [2.1896, -1.0865, -2.2087], [-1.0806, -1.2549, 1.0151], [-1.4952, -2.5171, 1.3924], [-4.1990, -4.5843, -0.0636], [-4.1323, -4.0861, 1.6246], [-4.1683, -5.8052, 1.2144], [-1.8654, -5.1094, 1.8407], [-1.9315, -5.6069, 0.1435], [-1.7483, -3.9532, -1.6488], [-1.0137, -1.7015, -2.3376], [-7.2309, 1.2691, 0.0742], [-8.0554, 2.8113, 0.1083], [-2.1958, 3.9241, -0.6607], [-3.9034, 4.4145, -0.4656], [1.0848, 1.1450, -1.8262], [2.6310, 2.4747, -0.9583], [2.5854, 2.9092, 1.9543], [2.9922, 4.1495, 0.7343], [5.0509, 3.3205, 1.7814], [5.5021, 1.0726, 2.1523], [3.8169, 0.7353, 1.7334], [4.3714, 0.2560, -0.5406], [5.8969, -0.2572, 0.1985], [6.9237, 1.9027, -0.2040], [5.9392, 1.7330, -1.6818], [1.8715, -1.5570, 0.9986], [3.2830, -3.4792, -0.2895], [3.2986, -2.6878, -2.8974], [-0.8623, -0.4919, 1.7469], [-1.6200, -2.7463, 2.4407]], "forces_ev_per_angstrom": [[0.155, -0.140, 0.033], [-0.205, 0.063, -0.014], [0.104, -0.107, 0.041], [0.023, 0.009, -0.015], [-0.009, 0.094, 0.114], [-0.221, -0.275, 0.122], [0.418, -0.034, -0.152], [-0.054, 0.077, -0.213], [0.073, 0.020, 0.038], [-0.795, -0.078, 0.182], [-0.125, 0.446, -0.014], [-0.302, 0.216, -0.009], [0.554, -0.432, -0.055], [-0.527, -0.101, 0.072], [-0.216, -0.063, 0.029], [0.133, 0.182, -0.023], [0.324, -0.611, -0.012], [0.144, 0.518, -0.030], [0.063, 0.196, 0.009], [0.068, 0.047, -0.635], [-0.204, -0.190, 0.370], [0.343, 0.203, -0.132], [0.510, 0.010, 0.100], [-0.406, 0.131, 0.432], [0.058, 0.097, -0.143], [0.073, 0.235, -0.094], [0.241, -0.360, -0.060], [-0.250, 0.188, -0.027], [0.142, -0.103, 0.841], [-0.114, 0.509, -0.406], [0.061, 0.036, -0.482], [0.264, -0.590, 0.422], [-0.185, 0.318, -0.355], [0.065, 0.048, -0.111], [0.017, -0.005, -0.041], [-0.085, 0.027, -0.083], [-0.078, 0.070, 0.062], [-0.113, -0.071, 0.025], [0.065, -0.043, -0.040], [0.067, -0.014, 0.055], [-0.023, -0.098, -0.080], [0.019, 0.062, -0.104], [-0.034, -0.005, 0.004], [0.098, 0.010, -0.013], [-0.130, 0.018, 0.001], [0.105, -0.045, -0.014], [0.082, -0.072, 0.185], [-0.174, -0.121, 0.002], [0.048, 0.094, -0.073], [-0.042, -0.037, 0.072], [-0.054, -0.074, -0.090], [-0.016, -0.010, 0.038], [-0.049, -0.042, 0.080], [0.003, -0.043, -0.026], [0.019, -0.080, -0.020], [-0.048, -0.011, -0.071], [0.050, -0.014, 0.053], [-0.097, 0.086, 0.237], [0.128, -0.220, 0.019], [0.025, 0.020, -0.179], [0.036, 0.097, 0.049], [-0.024, -0.034, 0.129]]}